No. 1
Entry from OMol25: a 11-piece molecular cluster, C19H60N10O11 overall at a distorted geometry (wB97M-V/def2-TZVPD).

## Properties
DFT total energy = -2134.8964 hartree
LUMO energy = -0.34 eV
ΔE to the lowest compared entry with this formula, charge and spin = 259.85 kcal per mole
maximum force = 14.7 eV/Å
HOMO = -8.775 eV

The geometry in ORCA input format:
```
! wB97M-V def2-TZVPD RIJCOSX def2/J DEFGRID3
* xyz 0 1
N -1.339 -1.928 3.741
C -1.870 -2.770 4.632
N -3.138 -2.439 5.001
O -1.148 -3.813 5.095
H -0.432 -2.065 3.256
H -1.723 -0.981 3.473
H -3.593 -2.785 5.872
H -3.685 -1.854 4.459
N 1.401 -3.046 0.918
C 1.626 -2.778 2.178
N 1.087 -1.652 2.512
O 2.369 -3.489 3.045
H 1.565 -3.968 0.558
H 0.817 -2.420 0.283
H 1.129 -1.308 3.485
H 0.848 -1.063 1.752
N -3.257 -1.265 1.824
C -2.792 -0.894 0.678
N -3.392 0.138 0.083
O -1.780 -1.544 -0.005
H -2.822 -2.066 2.280
H -3.810 -0.704 2.409
H -2.867 0.348 -0.837
H -3.957 0.862 0.527
N -3.789 2.145 -2.633
C -2.560 1.973 -2.395
N -2.310 0.711 -2.152
O -1.649 3.016 -2.255
H -4.000 3.126 -2.875
H -4.390 1.317 -2.790
H -1.295 0.468 -2.272
H -2.941 -0.047 -2.423
N 0.982 -2.272 -3.600
C 0.357 -1.590 -2.667
N -0.074 -2.383 -1.766
O 0.182 -0.195 -2.554
H 1.189 -1.747 -4.474
H 0.973 -3.261 -3.784
H -0.756 -2.071 -1.002
H 0.247 -3.347 -1.787
C -2.862 0.911 4.500
C -4.305 0.958 4.107
C -4.381 1.895 2.832
O -4.824 -0.162 3.863
H -2.560 1.917 4.715
H -2.138 0.464 3.791
H -2.718 0.231 5.253
H -4.899 1.527 4.841
H -4.212 1.342 1.899
H -3.723 2.808 2.908
H -5.386 2.066 2.759
H -5.707 -0.195 4.185
C 2.661 0.815 -4.410
C 3.357 1.304 -5.683
C 4.902 1.118 -5.562
O 3.112 0.562 -6.702
H 1.633 0.496 -4.495
H 2.821 1.539 -3.576
H 3.194 -0.101 -4.184
H 3.077 2.313 -5.867
H 5.123 0.169 -5.238
H 5.274 1.856 -4.809
H 5.317 1.261 -6.570
H 2.288 0.827 -7.095
C -0.310 1.199 1.713
C 0.191 1.025 0.290
C 1.101 2.155 -0.232
O 0.671 -0.028 0.003
H -1.059 1.951 1.795
H 0.290 1.259 2.598
H -0.940 0.379 2.007
H -0.580 1.164 -0.342
H 0.559 3.107 -0.365
H 1.530 1.863 -1.181
H 1.998 2.423 0.418
H 0.599 -0.097 -0.964
C 4.244 -0.037 -0.508
C 3.723 -1.473 -0.635
C 4.243 -1.986 -1.947
O 3.950 -2.298 0.322
H 5.406 0.050 -0.571
H 3.909 0.421 0.363
H 3.881 0.564 -1.402
H 2.650 -1.371 -0.807
H 4.002 -1.398 -2.813
H 3.910 -3.019 -1.987
H 5.315 -2.070 -1.950
H 3.083 -2.570 0.635
C 0.265 3.076 -4.388
O -0.698 4.074 -4.539
H -0.128 2.042 -4.313
H 0.907 3.178 -3.541
H 0.914 3.106 -5.230
H -1.080 4.247 -3.611
C 0.150 0.149 5.858
O 1.035 -0.261 4.814
H 0.699 0.008 6.810
H -0.720 -0.493 5.834
H -0.095 1.247 5.730
H 1.920 0.096 4.914
*
```


No. 2
Entry from OMol25: a 11-piece molecular cluster, C19H60N10O11 overall at a distorted geometry (wB97M-V/def2-TZVPD).

## Properties
DFT total energy = -2135.2530 hartree
LUMO energy = -0.24 eV
ΔE to the lowest compared entry with this formula, charge and spin = 36.11 kcal per mole
maximum force = 3.8 eV/Å
HOMO = -8.720 eV

The geometry in ORCA input format:
```
! wB97M-V def2-TZVPD RIJCOSX def2/J DEFGRID3
* xyz 0 1
N -20.157 -18.391 23.598
C -19.209 -19.285 23.971
N -18.784 -19.119 25.252
O -18.728 -20.116 23.201
H -20.459 -18.387 22.641
H -20.501 -17.771 24.304
H -18.058 -19.771 25.505
H -19.067 -18.395 25.881
N -17.577 -22.604 22.717
C -18.495 -23.513 22.271
N -19.673 -22.930 21.981
O -18.200 -24.698 22.092
H -17.867 -21.650 22.889
H -16.724 -23.058 23.003
H -20.409 -23.400 21.492
H -19.634 -21.936 22.125
N -13.519 -18.756 18.225
C -14.368 -18.314 19.198
N -14.247 -16.975 19.426
O -15.300 -18.966 19.673
H -12.987 -18.039 17.779
H -13.701 -19.657 17.819
H -15.010 -16.558 19.964
H -13.449 -16.425 19.182
N -12.009 -15.874 25.433
C -10.720 -16.184 25.672
N -9.893 -16.038 24.603
O -10.298 -16.565 26.771
H -12.157 -15.459 24.535
H -12.710 -16.169 26.097
H -10.157 -15.587 23.750
H -8.922 -16.206 24.807
N -11.939 -19.727 26.344
C -11.441 -19.980 27.585
N -10.895 -18.917 28.209
O -11.537 -21.113 28.071
H -11.910 -18.757 26.080
H -12.020 -20.505 25.718
H -10.769 -18.040 27.712
H -10.475 -19.072 29.106
C -13.154 -21.956 18.764
C -13.405 -22.563 17.356
C -14.828 -23.140 17.415
O -13.401 -21.491 16.428
H -13.953 -21.294 19.093
H -12.217 -21.394 18.700
H -12.964 -22.698 19.541
H -12.692 -23.354 17.140
H -15.048 -23.653 18.353
H -14.903 -23.951 16.681
H -15.681 -22.494 17.200
H -14.262 -21.066 16.394
C -13.907 -25.933 23.462
C -13.422 -24.484 23.306
C -12.886 -24.245 21.899
O -14.564 -23.686 23.537
H -14.805 -26.146 22.888
H -14.074 -26.093 24.530
H -13.107 -26.632 23.208
H -12.587 -24.269 23.985
H -11.973 -24.833 21.803
H -12.683 -23.179 21.753
H -13.614 -24.530 21.137
H -14.340 -22.838 23.128
C -17.052 -16.090 22.670
C -17.136 -16.532 21.213
C -18.512 -16.684 20.563
O -16.340 -15.563 20.495
H -17.509 -16.865 23.296
H -17.571 -15.177 22.973
H -15.997 -16.019 22.930
H -16.712 -17.531 21.097
H -18.607 -17.255 19.642
H -18.896 -15.688 20.307
H -19.266 -17.038 21.271
H -16.671 -14.695 20.745
C -13.526 -18.535 22.526
C -13.768 -20.022 22.801
C -14.667 -20.144 24.018
O -14.471 -20.623 21.711
H -14.505 -18.048 22.496
H -13.010 -18.473 21.570
H -12.991 -18.029 23.332
H -12.818 -20.501 23.049
H -15.727 -20.043 23.757
H -14.473 -19.363 24.758
H -14.697 -21.118 24.512
H -15.043 -19.924 21.334
C -15.509 -16.103 26.628
O -14.491 -17.067 26.788
H -16.175 -15.977 27.486
H -15.142 -15.095 26.430
H -16.183 -16.322 25.795
H -14.794 -17.725 27.419
C -18.061 -21.411 19.071
O -17.348 -20.381 18.392
H -18.376 -21.022 20.042
H -18.865 -21.836 18.477
H -17.382 -22.236 19.314
H -16.843 -19.885 19.053
*
```


No. 3
Entry from OMol25: C19H61AgF3O15 as an isolated structure at a distorted geometry (wB97M-V/def2-TZVPD).

## Properties
DFT total energy = -2335.2271 hartree
LUMO energy (spin up / spin down) = 1.77 / -0.21 eV
maximum force = 4.5 eV/Å
HOMO (spin up / spin down) = 0.049 / -5.121 eV

The geometry in ORCA input format:
```
! wB97M-V def2-TZVPD RIJCOSX def2/J DEFGRID3
* xyz -1 3
Ag 21.794 26.640 21.433
C 20.099 28.439 18.822
O 21.017 27.788 17.969
O 20.442 27.968 20.077
C 20.069 29.936 18.559
F 21.301 30.370 18.858
F 19.927 30.325 17.274
F 19.133 30.550 19.300
C 20.489 26.669 17.261
C 21.614 26.399 16.260
H 22.595 26.392 16.735
H 21.594 25.491 15.658
H 21.636 27.220 15.543
H 19.584 26.800 16.667
H 20.265 25.799 17.878
H 19.070 28.123 18.651
C 17.929 27.160 12.135
C 18.492 28.616 12.574
C 19.756 28.459 13.451
O 18.689 29.410 11.368
H 18.329 26.708 11.227
H 16.862 27.260 11.939
H 18.197 26.375 12.843
H 17.919 29.078 13.377
H 20.158 29.420 13.774
H 20.535 27.943 12.890
H 19.529 27.849 14.325
C 24.208 28.720 20.210
O 23.780 27.725 21.129
H 24.757 29.548 20.658
H 25.092 28.373 19.675
H 23.420 28.908 19.481
H 24.564 27.607 21.670
C 20.123 27.355 24.145
O 20.859 27.919 23.119
H 20.442 26.329 24.329
H 20.083 28.034 24.997
H 19.077 27.353 23.840
H 20.426 28.736 22.862
C 24.617 27.792 13.734
O 25.320 26.804 12.926
H 25.179 28.719 13.849
H 23.584 28.013 13.465
H 24.587 27.409 14.754
H 24.693 26.198 12.524
C 17.635 23.597 15.899
O 18.126 24.661 16.711
H 16.574 23.551 16.143
H 17.944 23.722 14.861
H 18.127 22.649 16.117
H 17.784 25.494 16.378
C 20.494 22.362 18.585
O 19.120 22.801 18.785
H 20.616 21.280 18.647
H 20.824 22.493 17.555
H 21.309 22.863 19.107
H 19.095 23.696 18.440
C 22.250 25.062 12.418
O 23.342 25.241 11.620
H 21.581 24.499 11.768
H 22.394 24.525 13.356
H 21.734 25.932 12.824
H 23.342 24.454 11.071
C 23.422 32.063 17.735
O 24.705 32.660 17.698
H 22.697 32.865 17.879
H 23.335 31.429 16.853
H 23.400 31.501 18.669
H 25.356 32.072 18.088
C 15.775 29.570 20.528
O 16.373 30.520 19.661
H 14.706 29.783 20.566
H 15.906 28.497 20.384
H 16.060 29.781 21.559
H 17.266 30.179 19.574
C 19.590 31.489 22.631
O 19.298 30.149 22.113
H 19.110 31.574 23.606
H 20.674 31.474 22.742
H 19.122 32.242 21.997
H 19.447 30.018 21.174
C 17.326 26.203 21.228
O 17.805 24.914 21.224
H 17.270 26.562 20.200
H 16.383 26.198 21.775
H 18.063 26.835 21.724
H 17.124 24.407 20.776
C 23.844 24.642 19.192
O 22.817 25.577 19.538
H 24.807 24.911 19.625
H 23.626 23.626 19.523
H 23.874 24.659 18.103
H 22.760 26.298 18.908
C 17.928 31.874 14.686
O 17.621 33.053 15.562
H 18.466 31.053 15.159
H 16.974 31.565 14.258
H 18.554 32.148 13.836
H 17.059 32.667 16.238
*
```


No. 4
Entry from OMol25: a 21-piece molecular cluster, C19H61N2O20 overall at a distorted geometry (wB97M-V/def2-TZVPD).

## Properties
DFT total energy = -2374.5131 hartree
LUMO energy = -2.55 eV
maximum force = 4.5 eV/Å
HOMO = -8.748 eV

The geometry in ORCA input format:
```
! wB97M-V def2-TZVPD RIJCOSX def2/J DEFGRID3
* xyz 1 1
C 1.097 -1.653 -2.049
C -0.602 -0.493 -0.692
C 0.740 -0.813 -0.884
C 0.140 -1.843 -2.981
C -1.050 -0.096 0.666
C -1.501 -0.716 -1.784
C -0.096 0.469 1.513
C 1.709 -0.271 -0.079
C -1.008 1.784 4.812
C 0.368 1.996 5.290
C -1.229 1.250 3.565
C 1.440 1.695 4.488
C -0.131 0.902 2.863
C 1.161 1.042 3.291
N -1.095 -1.270 -3.002
C -2.303 -0.553 1.276
C -2.961 -0.432 -1.724
C 3.197 -0.458 -0.200
C -1.968 -1.696 -4.057
C 1.299 0.700 0.987
N 2.093 0.742 2.207
H 1.969 -2.201 -2.157
H 0.597 -2.518 -3.739
H -1.852 1.968 5.457
H 0.504 2.476 6.193
H -2.232 1.212 3.145
H 2.503 1.877 4.744
H -3.022 0.241 1.314
H -2.753 -1.429 0.804
H -2.113 -0.939 2.302
H -3.212 0.377 -1.085
H -3.220 0.110 -2.577
H -3.604 -1.342 -1.579
H 3.695 0.463 0.211
H 3.570 -1.346 0.363
H 3.554 -0.477 -1.266
H -2.611 -0.877 -4.373
H -2.663 -2.516 -3.781
H -1.437 -1.889 -4.996
H 1.278 1.671 0.522
H 2.486 -0.228 2.428
H 2.888 1.422 2.201
O 1.299 4.267 1.897
H 0.667 4.073 1.131
H 2.169 3.781 1.718
O -3.033 1.935 -4.650
H -2.746 2.787 -4.187
H -2.303 1.666 -5.297
O -3.044 -4.876 -2.878
H -2.072 -5.155 -2.899
H -3.485 -5.204 -3.728
O -4.280 -1.378 -6.313
H -3.685 -1.406 -7.130
H -4.623 -2.314 -6.140
O 2.967 2.447 7.706
H 2.012 2.522 8.032
H 3.145 1.479 7.472
O -5.043 -1.159 2.911
H -4.386 -1.902 2.711
H -5.504 -0.904 2.047
O 2.791 0.149 -4.119
H 3.027 -0.201 -5.039
H 3.495 -0.174 -3.469
O 0.594 -0.756 -6.706
H 0.995 -0.472 -7.591
H 1.140 -1.528 -6.346
O -3.470 1.207 7.177
H -2.752 0.553 6.894
H -4.297 1.028 6.622
O 3.896 3.129 1.180
H 3.833 3.347 0.194
H 4.734 3.562 1.545
O -3.788 -3.481 2.392
H -3.436 -4.199 3.011
H -3.867 -3.876 1.464
O 5.296 0.320 -2.704
H 5.873 -0.039 -1.954
H 5.819 1.039 -3.187
O 4.922 -3.705 -0.323
H 5.798 -4.112 -0.023
H 4.226 -3.896 0.386
O 6.208 -1.260 0.149
H 6.328 -1.380 1.146
H 5.676 -2.045 -0.202
O -5.073 0.314 -4.413
H -4.876 -0.423 -5.076
H -4.367 1.031 -4.519
O 3.036 -1.813 3.047
H 2.545 -2.425 2.409
H 3.009 -2.231 3.968
O 1.896 -3.004 -5.851
H 2.017 -3.936 -5.476
H 2.776 -2.711 -6.257
O -0.326 3.404 -0.609
H -0.757 2.489 -0.583
H 0.246 3.460 -1.441
O -1.910 4.785 6.157
H -2.903 4.807 6.348
H -1.431 5.239 6.924
O -3.091 3.308 1.471
H -3.332 3.927 2.235
H -2.173 3.566 1.133
*
```